C18H25N2O | wB97M-V/def2-TZVPD

Structure (XYZ):
```
46
Properties=species:S:1:pos:R:3:forces:R:3:nbo_charge:R:1
C 4.110435 2.717644 -0.325794 -1.04 0.06 1.12 -0.665
C 2.878781 1.715889 0.150651 -2.46 -1.75 0.36 -0.020
C 1.909072 1.121888 -1.050288 -0.96 -1.03 4.62 -0.302
C 0.620771 0.144448 -0.642505 2.75 1.89 3.02 -0.259
C 0.334714 -0.211550 0.961267 2.37 1.41 -1.28 -0.056
C -0.946567 -1.130681 1.430355 -0.60 1.41 0.07 -0.257
C -1.911882 -1.613964 0.161107 0.01 0.37 0.99 -0.635
C -1.918477 -0.121145 2.343397 0.14 -0.39 -0.48 -0.622
C 1.350680 0.371395 2.154984 1.32 0.34 -2.74 0.396
O 1.100308 0.070564 3.573371 0.34 0.75 -3.43 -0.623
C 1.681871 -1.216627 3.985224 2.79 -2.77 0.14 0.067
N 2.625061 -1.778924 2.944560 -2.70 -0.83 0.87 -0.830
C 2.226445 -3.177354 2.515602 0.15 0.54 1.01 -0.035
N 2.949286 -3.638052 1.251879 -0.68 0.41 0.20 -0.897
C 2.633207 1.338755 1.761349 -2.94 -1.36 -3.17 -0.262
H 4.614463 3.166868 0.657619 -0.87 -1.20 -2.22 0.218
H 3.653262 3.659535 -0.886927 0.99 -2.16 0.95 0.214
H 4.874843 2.131321 -0.994853 -1.46 1.29 1.36 0.223
H 2.103928 1.400310 -2.170037 -0.35 -0.58 2.41 0.210
H -0.053888 -0.241105 -1.528423 1.41 0.71 2.20 0.221
H -0.672510 -2.023013 2.139146 -0.07 1.71 -1.66 0.239
H -2.189883 -0.629512 -0.429008 0.66 -2.17 0.88 0.211
H -1.427301 -2.448591 -0.500500 -0.86 1.77 1.14 0.219
H -2.927360 -2.031628 0.611214 2.15 0.79 -0.88 0.207
H -1.324131 0.749132 2.851915 -1.05 -1.90 -0.92 0.242
H -2.456112 -0.787370 3.157844 0.86 1.55 -1.66 0.203
H -2.676522 0.347100 1.574872 1.21 -0.83 1.73 0.188
H 2.328649 -0.989604 4.962230 -1.53 0.05 -1.69 0.132
H 0.849735 -1.989415 4.345337 1.08 1.62 -0.91 0.119
H 1.079381 -3.319131 2.307827 1.59 0.20 0.32 0.101
H 2.489250 -3.941825 3.392623 -0.48 1.06 -1.69 0.102
H 3.752059 -3.012980 1.019926 -1.29 -0.42 0.38 0.368
H 2.272217 -3.690281 0.454745 1.11 0.51 1.06 0.345
H 3.332060 1.749742 2.625938 -1.63 -1.03 -2.15 0.236
C -2.555314 1.782392 -2.498037 -0.05 -0.02 -0.10 -0.200
C -3.939957 1.720282 -2.651892 0.10 -0.02 -0.16 -0.218
C -4.490667 1.384961 -3.888454 0.20 -0.01 -0.01 -0.219
C -3.655616 1.101818 -4.969674 0.04 0.05 0.18 -0.221
C -2.270889 1.160277 -4.814764 -0.11 0.05 0.13 -0.216
C -1.720325 1.504691 -3.580582 -0.18 -0.02 -0.03 -0.214
H -2.126538 2.047093 -1.535059 0.00 -0.07 -0.13 0.231
H -4.590476 1.934214 -1.807529 0.11 -0.03 -0.12 0.212
H -5.569673 1.343209 -4.009763 0.13 -0.01 0.02 0.207
H -4.084538 0.835700 -5.932130 0.06 0.03 0.12 0.206
H -1.620263 0.938003 -5.657041 -0.09 0.03 0.13 0.209
H -0.641587 1.555516 -3.461725 -0.14 -0.01 0.04 0.223
```
Positions in Å, forces in eV/Å.

Calculated values
net charge: -1
E_tot: -885.195215 Ha
spin multiplicity: 1
gap between HOMO and LUMO: 4.9 eV
strongest force on any atom: 4.8 eV/A